C46H120N8O14 | ωB97M-V/def2-TZVPD

Atoms and positions in Å:
C1 -12.090 -15.221 0.414
O1 -12.126 -16.023 1.564
C2 -11.552 -17.281 1.309
C3 -10.033 -17.303 1.509
C4 -9.262 -18.479 0.944
N1 -9.756 -17.289 2.933
H1 -11.098 -14.964 0.043
H2 -12.577 -14.301 0.739
H3 -12.673 -15.541 -0.449
H4 -12.045 -18.023 1.938
H5 -11.816 -17.587 0.297
H6 -9.644 -16.375 1.089
H7 -8.186 -18.330 1.036
H8 -9.462 -18.602 -0.121
H9 -9.537 -19.407 1.445
H10 -9.968 -16.344 3.222
H11 -8.763 -17.375 3.095
C5 -10.978 -22.317 12.725
O2 -11.842 -21.157 12.518
C6 -12.282 -20.934 11.183
C7 -11.119 -20.552 10.209
C8 -10.156 -19.405 10.573
N2 -11.590 -20.308 8.816
H12 -9.973 -22.198 12.319
H13 -11.423 -23.242 12.358
H14 -10.836 -22.342 13.806
H15 -12.765 -21.841 10.818
H16 -13.058 -20.172 11.247
H17 -10.491 -21.437 10.106
H18 -10.677 -18.527 10.955
H19 -9.484 -19.039 9.798
H20 -9.465 -19.875 11.272
H21 -12.197 -19.501 8.825
H22 -10.844 -19.873 8.292
C9 -8.281 -21.040 -6.101
O3 -8.350 -22.393 -6.453
C10 -9.165 -23.246 -5.610
C11 -8.346 -24.470 -5.131
C12 -7.171 -24.045 -4.154
N3 -7.781 -25.133 -6.317
H23 -7.572 -20.951 -5.278
H24 -9.231 -20.565 -5.857
H25 -7.761 -20.570 -6.935
H26 -9.645 -22.756 -4.763
H27 -10.058 -23.615 -6.114
H28 -9.121 -25.093 -4.683
H29 -6.602 -23.250 -4.635
H30 -6.467 -24.844 -3.918
H31 -7.564 -23.723 -3.189
H32 -7.277 -24.395 -6.788
H33 -8.477 -25.419 -6.991
C13 -15.007 -23.968 -0.171
O4 -15.710 -23.826 -1.458
C14 -17.035 -23.362 -1.230
C15 -17.661 -23.064 -2.593
C16 -17.036 -21.977 -3.477
N4 -19.095 -22.776 -2.537
H34 -13.974 -24.269 -0.345
H35 -15.512 -24.663 0.500
H36 -14.845 -23.095 0.461
H37 -17.663 -24.087 -0.712
H38 -17.093 -22.432 -0.664
H39 -17.548 -23.953 -3.214
H40 -17.098 -21.000 -2.999
H41 -17.661 -21.852 -4.360
H42 -15.979 -22.161 -3.670
H43 -19.227 -22.003 -1.901
H44 -19.530 -23.575 -2.100
C17 -11.700 -7.750 -2.658
O5 -10.732 -8.558 -3.348
C18 -11.245 -9.406 -4.308
C19 -10.068 -10.358 -4.642
N5 -10.535 -11.466 -5.481
C20 -9.358 -12.038 -6.193
C21 -8.044 -12.346 -5.420
O6 -7.142 -13.057 -6.282
C22 -5.861 -13.209 -5.763
H45 -12.492 -8.326 -2.179
H46 -12.131 -6.958 -3.271
H47 -11.118 -7.369 -1.819
H48 -11.654 -8.944 -5.207
H49 -12.037 -10.062 -3.947
H50 -9.557 -10.716 -3.749
H51 -9.342 -9.743 -5.173
H52 -11.332 -11.276 -6.071
H53 -9.077 -11.331 -6.973
H54 -9.671 -12.932 -6.733
H55 -8.267 -12.941 -4.534
H56 -7.598 -11.413 -5.075
H57 -5.192 -13.748 -6.434
H58 -5.956 -13.968 -4.986
H59 -5.387 -12.316 -5.355
C23 -7.923 -10.854 5.847
O7 -7.720 -10.445 4.531
C24 -8.575 -9.417 4.085
C25 -8.150 -9.016 2.627
N6 -6.993 -8.158 2.743
C26 -6.500 -7.769 1.414
C27 -5.007 -7.296 1.547
O8 -4.309 -8.129 2.410
C28 -2.944 -7.686 2.646
H60 -7.510 -10.102 6.519
H61 -7.474 -11.832 6.020
H62 -8.919 -11.074 6.232
H63 -8.613 -8.603 4.810
H64 -9.573 -9.856 4.078
H65 -9.015 -8.465 2.257
H66 -8.017 -9.888 1.986
H67 -6.282 -8.770 3.119
H68 -7.139 -6.959 1.062
H69 -6.499 -8.500 0.606
H70 -4.931 -6.261 1.879
H71 -4.408 -7.268 0.637
H72 -2.854 -6.789 3.259
H73 -2.383 -7.566 1.719
H74 -2.432 -8.547 3.074
C29 -1.876 -15.526 1.852
O9 -2.026 -16.175 3.119
C30 -3.082 -15.669 3.899
C31 -3.296 -16.651 5.063
N7 -3.695 -18.003 4.618
C32 -3.645 -19.034 5.636
C33 -4.136 -20.364 5.096
O10 -3.213 -20.945 4.190
C34 -3.481 -22.318 3.825
H75 -1.065 -16.002 1.301
H76 -1.607 -14.503 2.114
H77 -2.799 -15.680 1.293
H78 -4.001 -15.609 3.317
H79 -2.863 -14.640 4.182
H80 -4.147 -16.289 5.640
H81 -2.387 -16.694 5.663
H82 -3.123 -18.223 3.816
H83 -4.276 -18.804 6.494
H84 -2.634 -19.194 6.009
H85 -5.034 -20.247 4.490
H86 -4.257 -21.081 5.908
H87 -3.537 -22.945 4.716
H88 -2.629 -22.614 3.213
H89 -4.352 -22.556 3.214
C35 -22.901 -25.358 -0.306
O11 -23.589 -24.219 -0.765
C36 -24.679 -23.933 0.058
C37 -25.417 -22.751 -0.576
N8 -24.663 -21.431 -0.613
C38 -24.287 -20.846 0.700
C39 -23.435 -19.550 0.583
O12 -22.110 -19.860 0.062
C40 -21.210 -18.741 0.188
H90 -23.493 -26.273 -0.339
H91 -22.719 -25.299 0.767
H92 -21.924 -25.489 -0.770
H93 -24.455 -23.744 1.108
H94 -25.410 -24.741 0.040
H95 -26.427 -22.736 -0.165
H96 -25.514 -23.019 -1.628
H97 -23.775 -21.378 -1.091
H98 -23.662 -21.552 1.248
H99 -25.209 -20.749 1.274
H100 -23.443 -19.071 1.562
H101 -23.876 -18.793 -0.066
H102 -21.576 -17.830 -0.285
H103 -20.207 -18.883 -0.217
H104 -21.132 -18.566 1.261
C41 -16.388 -13.960 -8.265
C42 -16.490 -13.009 -9.462
C43 -17.852 -12.482 -9.665
O13 -15.745 -11.815 -9.164
H105 -17.039 -14.827 -8.379
H106 -16.636 -13.459 -7.329
H107 -15.361 -14.293 -8.120
H108 -16.117 -13.505 -10.358
H109 -18.389 -12.180 -8.766
H110 -18.374 -13.358 -10.051
H111 -17.968 -11.729 -10.444
H112 -15.828 -11.210 -9.904
C44 -17.090 -15.929 7.015
C45 -16.089 -14.857 7.317
C46 -15.988 -14.543 8.776
O14 -14.886 -15.371 6.824
H113 -17.056 -16.844 7.606
H114 -16.961 -16.262 5.985
H115 -18.115 -15.661 7.274
H116 -16.421 -13.997 6.736
H117 -15.688 -15.385 9.401
H118 -16.926 -14.237 9.239
H119 -15.234 -13.796 9.025
H120 -14.792 -15.384 5.869

Computed properties:
- SMILES: COC[C@H](C)N.COC[C@H](C)N.COC[C@H](C)N.COC[C@H](C)N.COCCNCCOC.COCCNCCOC.COCCNCCOC.COCCNCCOC.CC(C)O.CC(C)O
- Total energy: -90221.3520 eV
- M: 1009.51 g mol⁻¹
- Multiplicity: 1
- Highest occupied orbital energy: -8.53 eV
- HOMO-LUMO gap: 8.870 eV

C5H7LiO4 | ωB97M-V/def2-TZVPD

Atoms and positions in Å:
H1 1.460 2.238 -3.093
O1 0.485 0.458 -3.111
C1 0.829 1.554 -2.504
C2 0.763 1.700 -1.021
C3 1.185 0.457 -0.239
C4 1.303 0.725 1.275
O2 2.324 1.529 1.643
H2 -0.267 1.981 -0.738
H3 1.402 2.557 -0.756
H4 2.154 0.088 -0.615
H5 0.453 -0.353 -0.415
H6 1.358 -0.296 1.759
H7 0.294 1.138 1.589
O3 -1.280 -1.404 -3.515
C5 -1.163 -0.272 -3.002
O4 -2.047 0.330 -2.362
Li1 -3.131 -1.309 -2.762

Computed properties:
- Total energy: -13691.5355 eV
- M: 138.05 g mol⁻¹
- Multiplicity: 2
- Total charge: -1
- Highest occupied orbital energy (spin up / spin down): -1.99 / -1.99 eV
- HOMO-LUMO gap (spin up / spin down): 3.127 / 2.940 eV